{
  "formula": "C6H11NO2",
  "method": "ωB97M-V/def2-TZVPD",
  "elements": ["C", "H", "O", "C", "C", "H", "C", "H", "H", "H", "H", "H", "H", "H", "C", "H", "N", "O", "H", "C"],
  "coordinates": [[0.19591, 2.03674, -1.38406], [1.42789, -2.10892, -1.36913], [-0.37739, 1.94323, -2.45756], [-1.99591, -0.68864, 0.37228], [1.58340, -1.52746, 1.29461], [-0.69357, 3.74750, -0.73046], [-0.60079, -0.32142, 0.81005], [1.66608, -0.82147, 2.12624], [0.87798, 1.18135, -1.02820], [0.35766, 3.00259, 0.42506], [1.29243, -2.49989, 1.70495], [-2.50311, -1.20292, 1.19351], [-2.01319, -1.32928, -0.51209], [2.57518, -1.64232, 0.84495], [0.57620, -1.07550, 0.28088], [-2.54227, 0.22445, 0.12215], [0.04475, 3.08399, -0.53482], [-0.40812, 0.60114, 1.60316], [-0.09971, -1.14714, -1.74913], [0.63658, -1.45603, -1.01239]],
  "forces_ev_per_angstrom": [[0.03, -1.06, -0.27], [0.12, 0.31, 0.03], [0.34, 0.08, 0.52], [-0.07, 0.11, -0.47], [0.46, 0.09, 0.19], [0.19, -0.15, -0.05], [0.35, 1.41, 0.67], [-0.08, -0.07, -0.17], [-0.63, 1.41, -0.20], [-0.09, -0.08, -0.31], [-0.01, 0.11, 0.03], [0.05, 0.10, -0.06], [0.10, -0.03, 0.24], [-0.19, -0.01, 0.05], [-0.23, -1.18, -1.07], [0.01, -0.05, 0.27], [0.17, -0.12, 0.31], [-0.32, -1.04, -0.75], [0.00, -0.05, 0.15], [-0.19, 0.22, 0.89]],
  "max_force_ha_per_bohr": 0.0312,
  "smiles": "C=C(C)C(C)=O.NC=O",
  "gap_ev": 10.030
}

=====

{
  "formula": "C3H10INP",
  "method": "ωB97M-V/def2-TZVPD",
  "elements": ["H", "H", "H", "H", "C", "H", "H", "H", "H", "H", "C", "I", "C", "N", "P", "H"],
  "coordinates": [[1.36492, 1.29487, 1.02236], [-0.90746, 0.81783, 0.71722], [0.36922, 0.59159, 2.24964], [1.65800, -0.33984, 1.32803], [0.78704, 0.38606, 1.36921], [-0.39800, 0.01140, -1.87086], [-0.80223, -1.82056, 1.28575], [-0.38219, 2.43542, -2.56281], [1.18395, 0.35595, -1.21200], [0.02793, -1.76031, -0.35741], [-0.69318, -1.33355, 0.22971], [2.09455, 3.19547, -0.99821], [0.11327, 0.61905, -1.05313], [-0.26674, 0.10606, 0.32231], [-0.22780, 2.47591, -1.19704], [-1.69522, -1.40098, -0.19828]],
  "forces_ev_per_angstrom": [[-1.06, -0.56, 0.43], [-1.03, -1.14, -0.82], [-1.61, 0.20, 3.62], [-1.59, 0.19, 0.43], [4.78, -0.30, -4.88], [0.06, 0.88, 1.31], [0.63, 1.01, -1.90], [0.14, 0.05, -0.83], [-0.65, 0.36, 0.27], [1.67, -1.50, -1.28], [-2.60, 0.78, 3.73], [-0.15, 0.28, -0.22], [0.51, -0.96, -1.16], [0.24, 1.07, 0.59], [0.37, -0.52, 0.99], [0.28, 0.16, -0.29]],
  "charge": 1,
  "max_force_ha_per_bohr": 0.1329,
  "smiles": "C[NH+](C)CPI",
  "gap_ev": 9.215
}

=====

{
  "formula": "C6H10N2O3S",
  "method": "ωB97M-V/def2-TZVPD",
  "elements": ["H", "H", "O", "O", "H", "H", "H", "N", "C", "C", "H", "H", "H", "H", "H", "S", "C", "C", "O", "N", "C", "C"],
  "coordinates": [[-3.30006, 1.62086, -0.63063], [0.25766, -1.86219, -1.30718], [-2.59466, -0.47444, 1.29701], [0.93753, 1.37907, -1.67284], [1.36144, -2.34361, 0.57036], [-0.43013, 0.15950, -2.31403], [-3.72970, 0.49053, -1.70421], [-0.37693, 1.09147, 0.90522], [1.30793, -1.20795, 0.41020], [1.92279, -0.30139, 1.43733], [1.40628, 1.72280, -0.87974], [1.28003, -0.27981, 2.28362], [3.77651, 0.56815, 2.19243], [3.77620, -0.23162, 0.49622], [-1.02993, 1.00161, 1.68219], [-2.31264, -0.36117, -0.12748], [3.21445, 0.00795, 1.43123], [0.82620, -0.99162, -0.83192], [-2.27260, -1.53296, -0.91692], [-3.47162, 0.67507, -0.80999], [-0.68386, 0.53381, -0.15642], [0.13511, 0.33595, -1.35444]],
  "forces_ev_per_angstrom": [[0.16, 1.58, 0.45], [1.45, 0.95, 0.51], [0.02, 0.39, -1.41], [1.76, 1.99, 0.43], [0.16, 1.77, 0.44], [0.22, -0.33, 1.33], [-0.64, -0.88, -3.19], [0.94, 1.52, 0.25], [1.06, -1.71, -1.57], [0.07, -1.77, -0.64], [-0.46, -0.40, -0.56], [-0.22, 0.72, 0.95], [-0.62, -0.42, -0.18], [-0.34, 0.24, 0.92], [-0.19, -0.20, -0.31], [-0.93, 1.19, 2.02], [0.58, 0.46, -1.23], [-2.57, -0.78, -0.26], [-0.08, -0.99, -1.15], [1.67, -1.46, 3.37], [-2.83, -0.20, 0.52], [0.78, -1.67, -0.70]],
  "max_force_ha_per_bohr": 0.0785,
  "smiles": "[H]/N=C(/[C@@H](O)/C=C\\C=C)S(N)(=O)=O",
  "gap_ev": 9.960
}

=====

{
  "formula": "C3H11NOS",
  "method": "ωB97M-V/def2-TZVPD",
  "elements": ["O", "H", "H", "C", "H", "H", "H", "H", "H", "C", "S", "H", "N", "C", "H", "H", "H"],
  "coordinates": [[-2.68769, -0.63895, 0.40110], [-3.17685, 1.28806, 0.61872], [2.98595, -1.78392, 0.35153], [-2.33089, 0.75451, 0.19272], [0.87872, -1.08838, -0.54584], [-3.38036, -0.80829, -0.24375], [2.13686, -1.71806, 1.84899], [-1.15348, 0.61856, -1.54442], [3.27490, -0.42117, 1.39909], [2.50010, -1.08527, 1.03155], [2.23672, 0.86480, -0.88110], [1.88514, 0.43841, -2.10839], [-1.99335, 1.05795, -1.19382], [1.36175, -0.49061, 0.21403], [-1.78868, 2.04821, -1.05394], [0.67066, 0.17209, 0.72052], [-1.41950, 0.79208, 0.79302]],
  "forces_ev_per_angstrom": [[0.20, 0.65, -0.70], [0.31, 0.93, -0.50], [0.35, -0.01, 0.04], [1.01, -2.98, 0.50], [-0.13, -0.58, 0.46], [-0.18, -0.25, -0.06], [-0.09, 0.28, 0.08], [0.18, -0.20, 0.50], [-0.33, 0.44, -0.02], [-0.66, -1.59, -0.40], [-0.48, -0.60, 0.21], [-0.01, -0.05, 0.22], [-1.34, 1.21, 0.81], [1.59, 2.65, -1.02], [0.15, 0.06, -1.07], [-0.26, -0.57, 0.43], [-0.31, 0.61, 0.52]],
  "max_force_ha_per_bohr": 0.0633,
  "smiles": "CCS.NCO",
  "gap_ev": 9.919
}

=====

{
  "formula": "C5H14N2",
  "method": "ωB97M-V/def2-TZVPD",
  "elements": ["N", "H", "C", "H", "N", "H", "H", "C", "C", "H", "C", "H", "C", "H", "H", "H", "H", "H", "H", "H", "H"],
  "coordinates": [[-0.43132, 2.43708, -2.03950], [1.86412, -0.50739, 0.68568], [-1.57417, -0.82207, 0.85662], [0.41316, 0.55372, -2.31149], [-0.06654, 0.78467, -0.32517], [0.37837, -2.53428, 2.40526], [-0.09436, 3.31588, -1.68021], [1.03682, -2.32329, 1.51114], [0.97965, -0.78371, 1.23399], [1.50558, 1.60387, -1.47337], [-0.22826, -0.58754, 0.22323], [-1.30346, 2.03683, -1.70221], [0.41859, 1.34408, -1.55626], [-1.54207, -0.47556, 1.89788], [-2.43900, -0.29749, 0.43511], [0.77469, -0.36613, 2.24718], [-1.91250, -1.87474, 0.80324], [2.03781, -2.68238, 1.78958], [0.48215, -2.82731, 0.70486], [-0.37195, 1.45293, 0.36979], [-0.09829, -1.16356, -0.69745]],
  "forces_ev_per_angstrom": [[0.98, -1.45, -0.33], [0.41, 0.63, 0.35], [-0.90, -0.20, 0.48], [-0.05, -0.21, 0.01], [-1.57, 0.50, 1.41], [0.62, 0.17, -0.70], [-0.76, 0.12, 0.52], [-1.17, 0.34, 1.26], [-1.82, -2.65, -0.29], [-0.74, 0.50, -0.24], [1.90, 2.06, -0.96], [-0.52, 1.47, 0.05], [1.21, -1.09, 0.03], [-0.09, -0.36, -0.01], [0.44, 0.27, -0.43], [0.43, 0.69, -1.19], [0.49, 0.23, 0.38], [-0.30, -0.16, -0.54], [0.94, -0.39, 0.05], [0.28, 0.29, -0.27], [0.20, -0.73, 0.42]],
  "charge": -1,
  "multiplicity": 2,
  "max_force_ha_per_bohr": 0.0628,
  "gap_ev": [2.669, 8.693]
}

=====

{
  "formula": "Cl2FHSi",
  "method": "ωB97M-V/def2-TZVPD",
  "elements": ["Cl", "Cl", "F", "H", "Si"],
  "coordinates": [[-2.26392, 0.00976, -2.93645], [-0.78945, -0.16623, 0.82930], [-4.28467, 1.85732, -3.35104], [0.42201, -0.17894, 0.42587], [-2.82989, 1.61588, -4.04848]],
  "forces_ev_per_angstrom": [[0.38, -0.65, 0.36], [-0.06, 0.00, 0.02], [0.41, 0.09, -0.34], [0.06, 0.00, -0.02], [-0.78, 0.56, -0.01]],
  "max_force_ha_per_bohr": 0.0186,
  "gap_ev": 9.632
}